## i
Below is a single C7H7F molecule, with properties calculated with ωB97M-V with the def2-TZVPD basis set.

## Properties
- lowest unoccupied orbital energy (alpha / beta) (eV) = -0.611 / -0.362
- frontier orbital gap (alpha / beta) (hartree) = 0.269 / 0.283
- net charge = 0
- highest occupied orbital energy (alpha / beta) (eV) = -7.943 / -8.074
- SMILES = C=C/C(F)=C1\CC1=C

Each line ends with the Mulliken charge.
Atoms and positions in Å:
C 2.00859 -0.40752 -0.00804  0.562
C 0.65371 -0.23156 0.29011  -0.253
C 3.14339 -1.08788 -0.07589  -0.701
C -3.34882 0.39349 0.02024  -0.664
C -2.01605 0.50713 0.20618  -0.233
C -1.14503 -0.61427 0.11115  0.359
C 1.38540 0.96560 -0.05088  -0.757
F -1.55463 -1.86156 0.14391  -0.219
H 4.04199 -0.59434 -0.57647  0.232
H 3.12924 -2.15541 -0.16907  0.288
H -4.11941 1.27362 0.16423  0.247
H -3.78058 -0.63130 0.03406  0.251
H -1.33835 1.33031 0.09237  0.301
H 1.74366 1.61461 0.67542  0.241
H 1.19689 1.49908 -0.85734  0.347

## ii
Below is a single C7H7F molecule, with properties calculated with ωB97M-V with the def2-TZVPD basis set.

## Properties
- lowest unoccupied orbital energy (eV) = 1.085
- frontier orbital gap (hartree) = 0.362
- net charge = 0
- highest occupied orbital energy (eV) = -8.776
- SMILES = C#C/C=C(/F)C1CC1

Each line ends with the Mulliken charge.
Atoms and positions in Å:
C -0.90669 -1.11614 -0.04841  0.339
C 0.25260 -1.77144 0.04593  -0.646
C 1.51989 -1.11757 -0.01948  -0.703
C 2.61813 -0.59711 -0.05400  0.370
C -1.26457 0.33665 -0.07491  -0.005
C -0.46435 1.30068 0.76263  -0.546
C -0.38263 1.36519 -0.72857  -0.569
H 0.22675 -2.85588 0.16371  0.344
H 3.60498 -0.22049 -0.02456  0.407
H -2.34462 0.46978 -0.08987  0.398
H 0.44432 0.91042 1.23674  0.225
H -0.99045 2.10850 1.29448  0.252
H 0.50899 0.88064 -1.16849  0.189
H -0.80736 2.22574 -1.24586  0.263
F -2.01500 -1.91896 -0.04936  -0.319

Order from most stable to least stable according to the calculation: ii, i

## i
Below is 2 unconnected molecules or ions with the total composition C5H5NO2, with properties calculated with ωB97M-V with the def2-TZVPD basis set.

## Properties
- lowest unoccupied orbital energy (eV) = -0.162
- frontier orbital gap (hartree) = 0.318
- net charge = 0
- highest occupied orbital energy (eV) = -8.816

Each line ends with the Mulliken charge.
Atoms and positions in Å:
C 1.62655 -0.11259 -0.03703  0.322
C 0.16725 1.70955 -0.12893  0.005
C -1.04848 0.96741 -0.14406  -0.559
C -1.05661 -0.40739 0.08142  0.076
C 0.38366 -0.94911 0.39050  0.058
H 0.06562 2.76975 -0.50862  0.302
H -1.96901 1.76993 -0.39073  0.160
H -1.79498 -0.86289 0.63778  0.386
H -0.88022 -2.58206 0.00933  0.295
H 0.81593 -1.45713 1.38305  0.230
N -0.37054 -1.59608 -0.87774  -0.494
O 2.76996 -0.45324 -0.24277  -0.500
O 1.29087 1.20385 -0.17220  -0.281

## ii
Below is a single C5H5NO2 molecule, with properties calculated with ωB97M-V with the def2-TZVPD basis set.

## Properties
- lowest unoccupied orbital energy (eV) = 0.978
- frontier orbital gap (hartree) = 0.386
- net charge = 0
- highest occupied orbital energy (eV) = -9.534
- SMILES = C=COc1ccno1

Each line ends with the Mulliken charge.
Atoms and positions in Å:
C 1.98930 -0.86353 0.45216  -0.674
C 1.95469 0.16873 -0.38466  0.040
C -0.37229 0.42388 -0.45296  0.517
C -1.34985 0.99991 0.25874  -0.499
C -2.40058 0.08101 0.14776  -0.184
H 1.06808 -1.35869 0.78493  0.250
H 2.94006 -1.26831 0.79873  0.277
H 2.89038 0.63611 -0.72226  0.335
H -1.40098 1.98426 0.70282  0.374
H -3.36518 0.08878 0.65570  0.393
N -2.05275 -1.01101 -0.53380  -0.381
O 0.85624 0.88388 -0.80149  -0.361
O -0.75712 -0.76504 -0.90569  -0.087

## iii
Below is a single C5H5NO2 molecule, with properties calculated with ωB97M-V with the def2-TZVPD basis set.

## Properties
- lowest unoccupied orbital energy (eV) = -1.530
- frontier orbital gap (hartree) = 0.313
- net charge = 0
- highest occupied orbital energy (eV) = -10.042
- SMILES = O=C1C=NC=C1CO

Each line ends with the Mulliken charge.
Atoms and positions in Å:
C 0.27697 1.61148 -0.28695  -0.484
C -0.22916 0.25428 -0.01693  0.372
C -1.22019 -0.44253 -0.55827  -0.446
C -0.52665 -2.03259 0.60843  -0.215
C 0.32885 -0.88797 0.83144  0.737
H 2.23409 1.23104 -0.20108  0.325
H -0.31913 2.24446 -0.94901  0.364
H 0.00035 2.19320 0.72048  0.202
H -1.89056 -0.04289 -1.41432  0.324
H -0.14599 -3.11277 0.66669  0.313
N -1.41429 -1.83130 -0.25077  -0.449
O 1.59237 1.70479 -0.74795  -0.494
O 1.31334 -0.88920 1.59824  -0.548

Order from most stable to least stable according to the calculation: ii, iii, i

## i
Below is a molecular structure, C5H8O4, with properties calculated with ωB97M-V with the def2-TZVPD basis set.

## Properties
- lowest unoccupied orbital energy (eV) = -0.237
- frontier orbital gap (hartree) = 0.305
- net charge = 0
- highest occupied orbital energy (eV) = -8.549

Each line ends with the Mulliken charge.
Atoms and positions in Å:
C 0.89143 -0.60598 0.19325  0.634
C 1.40995 -1.07286 1.52780  -1.249
C -1.48119 1.70000 -0.95823  -1.114
C -0.93638 -0.11504 0.65131  0.333
C -1.39532 0.23135 -0.66298  0.809
O 0.76748 -1.54613 -0.74057  -0.582
O 1.49625 0.56580 -0.21899  -0.503
O -1.31432 -0.20696 1.76929  -0.479
O -1.36932 -0.64278 -1.57202  -0.640
H 1.91440 0.42140 -1.07806  0.355
H -0.11498 -1.36127 -1.31486  0.462
H 1.37068 -0.26750 2.25699  0.345
H 0.80953 -1.90330 1.88622  0.305
H 2.44489 -1.39293 1.39639  0.365
H -1.77615 2.27028 -0.07821  0.366
H -2.20503 1.85663 -1.75712  0.339
H -0.51192 2.06930 -1.30022  0.255

## ii
Below is 2 unconnected molecules or ions with the total composition C5H8O4, with properties calculated with ωB97M-V with the def2-TZVPD basis set.

## Properties
- lowest unoccupied orbital energy (eV) = -0.125
- frontier orbital gap (hartree) = 0.322
- net charge = 0
- highest occupied orbital energy (eV) = -8.885
- SMILES = CC(=O)C=O.O/C=C/O

Each line ends with the Mulliken charge.
Atoms and positions in Å:
C 0.26686 -1.89681 1.03005  -1.097
C 1.02145 -0.63579 0.73913  0.681
C 0.20050 0.72120 1.13496  0.155
O 2.12607 -0.58866 0.22226  -0.591
O -0.73286 0.59555 1.92597  -0.572
H 0.93449 1.54114 1.14172  0.397
H -0.65592 -1.91937 0.44741  0.275
H -0.00158 -1.92765 2.08863  0.330
H 0.89534 -2.76033 0.80231  0.357
C -1.00936 1.22597 -0.89472  -0.264
C -0.07044 0.58921 -1.65252  -0.197
O -2.22903 0.63303 -0.68779  -0.495
O 1.10279 1.18318 -1.94299  -0.485
H -2.49681 0.87522 0.22222  0.375
H 1.81373 0.51010 -1.85047  0.377
H -1.00080 2.30501 -0.78234  0.385
H -0.16444 -0.45099 -1.94385  0.369

Order from most stable to least stable according to the calculation: i, ii